Below is C3H2O4Tl as an isolated structure at a distorted geometry, with properties calculated with the ωB97M-V functional and the def2-TZVPD basis.

XYZ file:
```
10
Properties=species:S:1:pos:R:3:forces:R:3
H -0.220 -2.256 1.036 0.1253 0.7790 0.8766
C 0.522 -0.509 1.242 2.3866 -0.5307 -1.9001
O 0.095 -1.636 1.742 -0.9963 -1.4435 0.2756
O 1.629 -0.085 1.320 -1.3238 0.7062 0.4610
O -0.424 -0.037 0.300 0.3591 -0.0220 0.4250
C 0.007 0.976 -0.562 -0.0472 0.6328 -0.0660
C 0.376 0.660 -1.806 0.2853 -0.0215 -0.5910
O 0.656 0.434 -2.899 -0.2118 0.0893 0.7724
Tl -2.796 0.468 -0.194 -0.6837 0.1453 -0.1015
H 0.155 1.986 -0.181 0.1066 -0.3349 -0.1520
```
Forces are in eV/Å.

## Properties
* E_LUMO: -5.063 eV
* net charge: +1
* largest force on an atom: 3.1 eV/A
* HOMO-LUMO gap: 9.1 eV
* HOMO level: -14.13 eV
* multiplicity: 1
* total energy: -16018.36008 eV

Below is a 2-piece molecular cluster, H2IO overall at a distorted geometry, with properties calculated with the ωB97M-V functional and the def2-TZVPD basis.

XYZ file:
```
4
Properties=species:S:1:pos:R:3:forces:R:3
O 0.603 0.431 -0.823 -0.9899 0.4113 -0.4210
H 0.127 0.187 0.002 0.2977 -0.1406 -0.2948
H -0.106 0.718 -1.443 0.7304 -0.3770 0.7979
I -0.624 -1.336 2.264 -0.0381 0.1063 -0.0821
```
Forces are in eV/Å.

## Properties
* E_LUMO: 3.875 eV
* net charge: -1
* largest force on an atom: 1.2 eV/A
* HOMO-LUMO gap: 7.4 eV
* HOMO level: -3.50 eV
* multiplicity: 1
* total energy: -10183.28786 eV